Entry from the Open Molecules 2025 dataset: C3H5N3O in the gas phase (ωB97M-V/def2-TZVPD).

Calculated values
**E_HOMO**: -8.911 eV
**Relative energy (zero: lowest compared OMol25 entry of this formula, charge and spin)**: 0.917 eV
**LUMO level**: 0.0268 Eh
**DFT total energy**: -356.82368 Ha
**Structure (SMILES)**: Cc1n[nH]c(=O)[nH]1

```
! RIJCOSX wB97M-V def2-TZVPD def2/J DEFGRID3
* xyz 0 1
C -0.3291 -0.4546 1.7184
C 0.1724 -0.5725 0.3225
N 1.3733 -0.2254 -0.0046
N 1.2350 0.3407 -1.2541
C -0.0878 0.5030 -1.6266
O -0.5926 1.2172 -2.4676
N -0.7197 -0.3170 -0.6948
H -0.6555 0.5900 1.7127
H 0.4893 -0.5023 2.4306
H -1.1758 -1.0824 2.0077
H 2.0048 0.8868 -1.6032
H -1.7165 -0.3594 -0.5770
*
```